No. 1
This record from OMol25 describes the ion C4H9N2 with charge +1 in a non-equilibrium geometry. The level of theory is wB97M-V/def2-TZVPD.

The largest force on an atom is 3.15 eV Å⁻¹. The calculation puts the highest occupied orbital energy (alpha / beta) at -14.416 / -14.420 eV. As for the charge: +1. For the frontier orbital gap (alpha / beta), the calculation gives 8.83 / 8.84 eV.

XYZ file:
```
15
C4H9N2 | OMol25 | wB97M-V/def2-TZVPD
C 1.31288 -0.10175 -0.00463
C -0.59247 -1.46268 0.18951
C -0.93268 -0.05222 0.68529
C -1.53457 0.64258 -0.51737
N 0.48893 0.58129 0.75523
N 2.58315 0.02383 -0.30761
H -1.25391 -1.72276 -0.59302
H -0.14455 -2.30082 0.62034
H -1.59326 0.07828 1.59156
H -2.49264 0.22192 -0.82663
H -0.82708 0.66654 -1.37759
H -1.69755 1.63685 -0.19727
H 0.67792 1.52067 1.24574
H 2.72587 -0.43797 -1.21017
H 3.27998 0.70627 -0.05339
```

=====

No. 2
This record from OMol25 describes a structure of composition C4H8NaS2 in a non-equilibrium geometry. The level of theory is wB97M-V/def2-TZVPD.

The largest force on an atom is 1.02 eV Å⁻¹. The calculation puts the highest occupied orbital energy at -12.711 eV. As for the charge: +1. For the frontier orbital gap, the calculation gives 8.32 eV.

XYZ file:
```
15
C4H8NaS2 | OMol25 | wB97M-V/def2-TZVPD
S 1.74576 0.45151 0.80789
S 0.00814 1.30881 1.48028
C 1.25857 0.17593 -0.91714
C -1.12991 -0.04678 1.08499
C 0.09609 -0.80634 -1.04227
C -1.21379 -0.31542 -0.41590
H 1.01966 1.15386 -1.37759
H 2.16283 -0.22003 -1.41812
H -2.11329 0.26977 1.48276
H -0.81450 -0.94794 1.64524
H 0.39266 -1.76312 -0.57102
H -0.08042 -1.00128 -2.11758
H -1.99434 -1.08104 -0.58918
H -1.53673 0.61489 -0.92154
Na 2.19922 2.20724 2.86914
```

=====

No. 3
This record from OMol25 describes an isolated molecule of C4H8O2. The level of theory is wB97M-V/def2-TZVPD.

The largest force on an atom is 0.41 eV Å⁻¹. The calculation puts the highest occupied orbital energy at -10.173 eV. For the frontier orbital gap, the calculation gives 11.22 eV.

XYZ file:
```
14
C4H8O2 | OMol25 | wB97M-V/def2-TZVPD
C 1.68811 0.51527 0.03169
C 0.84923 -0.65109 0.48188
O -0.21095 -0.36217 1.38823
C -0.55389 -0.86313 0.09470
C -1.34050 0.12294 -0.75565
O -2.26168 0.83697 0.03504
H 1.07288 1.39800 -0.16000
H 2.24330 0.26620 -0.87935
H 2.41357 0.77339 0.81009
H 1.41810 -1.54185 0.75777
H -0.93842 -1.88441 0.12349
H -1.91173 -0.42205 -1.51407
H -0.66139 0.80649 -1.28737
H -1.80663 1.00543 0.87354
```

=====

No. 4
This record from OMol25 describes a structure of composition C46H40CoN7O2SSe in a non-equilibrium geometry. The level of theory is wB97M-V/def2-TZVPD.

The largest force on an atom is 1.11 eV Å⁻¹. The calculation puts the highest occupied orbital energy (alpha / beta) at -7.433 / -7.433 eV. For the frontier orbital gap (alpha / beta), the calculation gives 6.71 / 6.71 eV.

XYZ file:
```
98
C46H40CoN7O2SSe | OMol25 | wB97M-V/def2-TZVPD
Co 0.54921 -0.76148 -0.48744
N -4.41397 -5.82490 -7.90408
C -3.84595 -5.25154 -7.08612
C -3.13694 -4.53781 -6.05590
C -2.06379 -5.14214 -5.40529
C -1.40273 -4.46801 -4.39411
C -1.78338 -3.17715 -4.03605
C -2.84790 -2.57484 -4.70184
C -3.53236 -3.25208 -5.69510
C -1.06704 -2.44194 -2.96183
C -1.10628 -2.97187 -1.67176
C -1.82279 -4.12739 -1.27524
C -1.64527 -4.25537 0.08400
C -0.83922 -3.17574 0.48078
N -0.51172 -2.39888 -0.55197
C -0.41568 -1.26839 -3.30934
C -0.28317 -0.74075 -4.62299
C 0.48431 0.39059 -4.50918
C 0.80433 0.51802 -3.14016
N 0.27266 -0.45934 -2.41500
H -1.75093 -6.13359 -5.70429
H -0.56392 -4.93013 -3.88957
H -3.14893 -1.57598 -4.41295
H -4.37437 -2.79258 -6.19471
H -2.40358 -4.76130 -1.92552
H -2.04656 -5.01703 0.73319
H -0.50501 -2.93530 1.47481
H -0.68378 -1.17951 -5.52239
H 0.79679 1.06055 -5.29407
H 1.39268 1.30736 -2.70139
C 3.37480 4.77529 4.85188
C 2.84537 4.14002 3.59317
C 2.28519 2.86585 3.61258
C 1.78747 2.28242 2.45685
C 1.86055 2.98658 1.26655
C 2.42730 4.25391 1.21567
C 2.91686 4.82271 2.37964
S 1.17211 2.30492 -0.21829
O -0.25018 2.21298 -0.04339
O 1.66400 3.12528 -1.30021
N 1.71190 0.77640 -0.34839
C 3.04713 0.52076 -0.57099
C 4.10387 1.41171 -0.55206
C 5.41222 0.97122 -0.82697
C 5.68851 -0.33421 -1.12057
C 4.63748 -1.27477 -1.13649
C 4.81161 -2.64565 -1.42445
C 3.73839 -3.48818 -1.39685
C 2.46845 -2.97394 -1.09066
N 2.27348 -1.70712 -0.83966
C 3.32626 -0.84059 -0.85249
H 3.34998 4.07653 5.68686
H 2.78058 5.65083 5.12003
H 4.40389 5.10934 4.71103
H 2.24023 2.32200 4.55015
H 1.34655 1.29100 2.45721
H 2.47847 4.77185 0.26712
H 3.36495 5.80976 2.34872
H 3.92688 2.45502 -0.34682
H 6.21753 1.69486 -0.80622
H 6.69912 -0.65843 -1.33434
H 5.80206 -3.01369 -1.66541
H 3.84920 -4.54305 -1.60472
H 1.59323 -3.61206 -1.04558
C -4.09753 0.95305 2.31133
N -3.92324 1.79470 1.14541
C -3.16028 1.48530 0.06884
Se -2.40240 -0.13580 -0.30574
N -3.20412 2.55304 -0.75828
C -4.03423 3.53800 -0.24914
C -4.45609 4.75982 -0.74466
C -5.37912 5.46596 0.01201
C -5.87087 4.96041 1.21678
C -5.44019 3.73935 1.71540
C -4.50841 3.04308 0.96407
H -3.31927 0.19474 2.30195
H -5.07188 0.46327 2.29593
H -4.01024 1.56290 3.20979
H -2.62943 2.60312 -1.58316
H -4.09450 5.13566 -1.69287
H -5.73039 6.42606 -0.34187
H -6.61196 5.52470 1.76683
H -5.83102 3.34017 2.64210
C 2.51255 -0.95866 4.36771
C 1.05731 -1.29282 4.01671
C 0.78039 -2.77196 4.31909
C 0.09942 -0.41307 4.82906
C 0.84432 -1.06314 2.57274
C 0.67904 -0.93078 1.38097
H 2.69289 -1.10250 5.43681
H 2.74555 0.07601 4.11236
H 3.19385 -1.60382 3.81088
H 0.96127 -2.98669 5.37604
H 1.42783 -3.41214 3.71775
H -0.25738 -3.02134 4.08912
H 0.25161 -0.58014 5.89893
H -0.93666 -0.65265 4.58448
H 0.26305 0.64515 4.61530
```